Computed, not measured: the ion C2H5N2 with charge +1 at a distorted geometry, with the ωB97M-V functional and the def2-TZVPD basis.

The value obtained for the LUMO energy is -4.946 eV. The value obtained for the HOMO energy is -15.4 eV. The energy above the lowest of the compared OMol25 structures with the same formula, charge and spin comes out at 249.3 kJ/mol. As for the total energy: -5124.463 eV. The total charge is +1.

Bonds (Å) are listed after each position.
Positions of all 9 atoms, in Å:
1 C -2.45 -0.21 0.02  N3 1.175, H5 1.079
2 C 0.98 -0.16 -0.13  N4 1.470, H6 1.018, H7 1.025, H8 1.186
3 N -1.41 0.32 0.15  C1 1.175, N4 1.248
4 N -0.25 0.65 -0.16  C2 1.470, N3 1.248, H9 0.998
5 H -3.46 -0.56 0.18  C1 1.079
6 H 1.30 -0.30 0.83  C2 1.018
7 H 0.64 -1.10 -0.36  C2 1.025
8 H 1.74 0.39 -0.86  C2 1.186
9 H -0.22 1.62 -0.36  N4 0.998